(1)
A molecular structure, C27H23Cl2MoN4O5PSe2. Source: OMol25; level of theory: ωB97M-V with the def2-TZVPD basis set.

Results
Molecular weight   839.24 g mol⁻¹
Relative energy (zero: lowest compared OMol25 entry of this formula, charge and spin)   17.05 kJ/mol
HOMO-LUMO gap   6.3 eV

Structure (ORCA input):
```
! wB97M-V def2-TZVPD RIJCOSX def2/J DEFGRID3
* xyz 0 1
Mo 0.51124 0.08167 0.51423
Se 2.34999 1.77890 -0.08778
P 1.02409 3.14276 0.96825
Se -0.31982 1.82852 2.15718
C 1.88994 4.31726 2.02858
C 2.63575 5.33855 1.44377
C 3.33068 6.22189 2.25021
C 3.27506 6.09659 3.63390
C 2.53043 5.08241 4.21494
C 1.83883 4.18632 3.41109
C 0.13223 4.18537 -0.21692
C -0.73321 5.15000 0.30496
C -1.48890 5.93759 -0.54267
C -1.38997 5.76606 -1.91973
C -0.53299 4.81047 -2.43949
C 0.22753 4.01559 -1.58947
H 2.66967 5.44172 0.36576
H 3.91286 7.01500 1.80030
H 3.81514 6.79581 4.25856
H 2.48707 4.98592 5.29141
H 1.26021 3.38654 3.85774
H -0.81638 5.28357 1.37804
H -2.15856 6.68177 -0.13259
H -1.98417 6.37949 -2.58417
H -0.45179 4.67705 -3.51042
H 0.89309 3.26434 -1.99474
O 1.31195 -1.30744 -1.06190
C 1.01991 -1.37997 -2.25068
C 0.06578 -0.53780 -2.94852
C -0.11274 -0.72569 -4.31968
C -0.99963 0.07590 -4.99315
C -1.73720 1.06424 -4.34200
C -1.57877 1.25156 -2.98922
C -0.67160 0.45596 -2.27448
O -0.52345 0.65334 -0.98908
N -1.17404 -0.11220 -6.43915
O -1.86552 0.69317 -7.02754
O -0.61274 -1.05753 -6.95351
H 1.52830 -2.13968 -2.86019
H 0.43804 -1.48890 -4.85303
H -2.42612 1.66799 -4.91479
H -2.14093 1.99841 -2.44566
C 3.73409 -1.05250 2.39696
C 2.37394 -1.71916 2.39391
C 2.37242 -3.11571 1.80933
O 1.48899 -0.89251 1.62913
H 4.43103 -1.65333 2.98166
H 3.67967 -0.05473 2.83139
H 4.11413 -0.96778 1.37783
H 1.94708 -1.72988 3.39984
H 2.69262 -3.08478 0.76729
H 1.38214 -3.56455 1.87121
H 3.06155 -3.74466 2.37344
Cl -3.78702 0.67547 -0.06473
C -4.58631 2.13797 0.51548
Cl -3.46164 3.50556 0.61347
H -4.97539 1.94384 1.50765
H -5.37716 2.39786 -0.17734
N -1.10786 -1.35066 0.76205
C -1.67190 -2.16342 1.36875
C -2.31297 -3.13209 2.11692
C -1.49663 -4.14252 2.67715
N -0.78284 -4.94735 3.09624
C -3.71329 -3.07907 2.30436
N -4.85616 -3.01789 2.44700
*
```



(2)
A molecular structure, C27H23Cl2NiPS. Source: OMol25; level of theory: ωB97M-V with the def2-TZVPD basis set.

Results
Molecular weight   540.12 g mol⁻¹
HOMO-LUMO gap   7.6 eV

Structure (ORCA input):
```
! wB97M-V def2-TZVPD RIJCOSX def2/J DEFGRID3
* xyz 0 1
Ni 0.72105 -1.67256 -0.66516
C -0.09529 3.35200 0.52549
C 0.02791 3.11627 -0.95441
C -0.31778 4.16132 -1.80890
C -0.23489 4.05080 -3.18696
C 0.21360 2.87116 -3.75801
C 0.56004 1.81956 -2.92802
C 0.46760 1.92251 -1.54027
P 0.99471 0.43263 -0.64808
C -0.11192 0.29070 0.83500
C 0.44045 0.04436 2.09494
C -0.34165 -0.31933 3.17632
C -1.71272 -0.44042 3.00943
C -2.27595 -0.15075 1.78294
C -1.51156 0.23739 0.68360
C -2.23619 0.64913 -0.56621
C 2.61262 0.74042 0.04431
C 3.20315 1.95800 0.35382
C 4.35550 1.97244 1.11894
C 4.90217 0.76955 1.57482
C 4.33768 -0.44426 1.22366
C 3.20200 -0.47068 0.41313
C 2.57989 -1.69254 -0.14647
H -0.15497 4.42333 0.71169
H 0.74756 2.95319 1.08857
H -0.99235 2.88526 0.93440
H -0.65808 5.09144 -1.37077
H -0.51583 4.88886 -3.81075
H 0.28832 2.76593 -4.83117
H 0.89243 0.88482 -3.36509
H 1.51232 0.12412 2.22286
H 0.11948 -0.51624 4.13406
H -2.34323 -0.74223 3.83541
H -3.35076 -0.21632 1.66208
H -3.27544 0.32447 -0.51635
H -1.80651 0.21345 -1.46580
H -2.22905 1.73579 -0.67866
H 2.75386 2.88674 0.02203
H 4.81897 2.91278 1.38233
H 5.79038 0.78717 2.19315
H 4.78997 -1.37400 1.54458
H 2.88371 -2.60782 0.36628
H 2.88959 -1.76511 -1.20469
Cl 0.11187 -3.31769 0.73673
C -1.49356 -3.78536 0.16637
C -2.21198 -4.64286 0.96922
C -3.48821 -5.00843 0.55553
C -3.98693 -4.50494 -0.63519
C -3.22257 -3.64777 -1.40762
Cl -3.90932 -3.05484 -2.89034
C -1.93650 -3.24669 -1.04261
S -0.94952 -2.18704 -2.01856
H -1.79140 -5.00912 1.89332
H -4.08622 -5.67529 1.15958
H -4.97644 -4.77329 -0.97447
*
```



(3)
A molecular structure, C27H23Cl5GeMoN2O3. Source: OMol25; level of theory: ωB97M-V with the def2-TZVPD basis set.

Results
Molecular weight   769.31 g mol⁻¹
Relative energy (zero: lowest compared OMol25 entry of this formula, charge and spin)   143.87 kJ/mol
HOMO-LUMO gap (spin up / spin down)   5.0 / 4.9 eV

Structure (ORCA input):
```
! wB97M-V def2-TZVPD RIJCOSX def2/J DEFGRID3
* xyz 2 1
Mo -0.09875 -0.76748 -1.20692
C 1.64842 -0.75005 -4.08921
O 1.56086 -0.28536 -2.70477
C 2.76041 0.22684 -2.15369
C 3.98426 0.41741 -2.82687
C 5.04646 1.12377 -2.20638
C 4.79735 1.70873 -0.92463
C 3.59285 1.43457 -0.25927
C 2.53410 0.83055 -0.90650
N 1.21074 0.80240 -0.46716
N 1.02697 1.65708 0.57337
C -0.19898 1.77725 1.12735
C -1.21965 0.76149 1.08145
O -0.98596 -0.41725 0.57537
C -2.41099 1.04853 1.74716
C -2.68340 2.14389 2.53298
C -1.76254 3.17924 2.56014
C -1.97380 4.45058 3.17817
C -1.00115 5.38577 3.29971
C 0.27450 5.10582 2.74765
C 0.51704 3.97618 2.00721
C -0.49642 2.99212 1.90956
H 2.05298 -1.79757 -4.18274
H 0.61769 -0.71355 -4.47176
H 2.22027 -0.04545 -4.74186
H 4.11969 -0.09925 -3.77325
H 6.00062 1.25177 -2.80458
H 5.59732 2.32499 -0.47564
H 3.33126 1.76412 0.75856
H -3.18700 0.34578 1.60216
H -3.51992 2.02873 3.22073
H -2.94301 4.61602 3.59661
H -1.20622 6.34068 3.81227
H 1.01982 5.81129 2.97379
H 1.42911 3.77545 1.47045
Cl -6.83198 -0.97131 -2.92613
C -5.09136 -1.31262 -2.56746
C -4.21635 -0.20342 -2.96541
Cl -4.86651 1.24628 -3.53271
C -2.86358 -0.39114 -2.67915
Cl -1.66949 0.88255 -2.94734
C -2.32653 -1.69786 -2.40322
O -0.96060 -1.87153 -2.49509
C -3.18228 -2.79739 -2.24372
Cl -2.52760 -4.33341 -1.87165
C -4.57519 -2.55073 -2.32007
Cl -5.56512 -3.89255 -2.10860
C 1.53429 -1.34123 2.60644
Ge 0.80761 -2.82280 1.49905
C 2.00563 -4.29242 1.87316
C -0.96146 -3.28452 2.29359
C 0.72130 -2.39076 -0.43057
H 0.75955 -0.63174 2.81806
H 2.38166 -0.85301 2.08404
H 1.86317 -1.81928 3.55618
H 2.68745 -3.88901 2.60773
H 2.59724 -4.72559 1.07715
H 1.37504 -5.19437 2.22890
H -0.98031 -3.99698 3.13293
H -1.61012 -3.69680 1.45290
H -1.37121 -2.32085 2.66699
H 1.21179 -3.25259 -0.98544
*
```



(4)
A molecular structure, C27H23ClN6O3S5Ti. Source: OMol25; level of theory: ωB97M-V with the def2-TZVPD basis set.

Results
Molecular weight   723.17 g mol⁻¹
Relative energy (zero: lowest compared OMol25 entry of this formula, charge and spin)   40.10 kJ/mol
HOMO-LUMO gap (spin up / spin down)   4.7 / 5.0 eV

Structure (ORCA input):
```
! wB97M-V def2-TZVPD RIJCOSX def2/J DEFGRID3
* xyz -2 3
Ti 0.78720 0.05838 -0.25015
C -4.02038 -1.50645 3.13347
C -3.81440 -2.02131 1.71048
N -4.03714 -1.02788 0.68112
C -3.13224 0.01304 0.48637
S -3.71426 1.34209 -0.46550
N -1.97085 -0.15439 1.05077
N -0.97153 0.75739 0.71707
C -0.94167 1.95373 1.26118
C -1.93791 2.43441 2.27229
C 0.13893 2.77711 0.84111
C 0.26589 4.14273 1.17334
C 1.29559 4.88468 0.66543
C 2.23486 4.25742 -0.19313
C 2.07708 2.92763 -0.47741
N 1.06425 2.17296 0.00003
H -3.81005 -2.28775 3.86864
H -3.34582 -0.67083 3.31846
H -5.04896 -1.16540 3.27924
H -2.79179 -2.38202 1.60270
H -4.48856 -2.86057 1.51218
H -4.98615 -0.72247 0.53562
H -2.72638 1.69866 2.39452
H -1.44654 2.60231 3.23573
H -2.40069 3.36940 1.95342
H -0.46876 4.59104 1.82963
H 1.39080 5.93435 0.91636
H 3.07783 4.79359 -0.60543
H 2.78542 2.40614 -1.11078
O 6.84398 2.90832 -2.74296
C 6.13689 2.08566 -2.18745
S 4.59822 1.52178 -2.81744
C 4.17741 0.41018 -1.50777
C 5.06655 0.28081 -0.49172
S 5.04584 -0.71193 0.91567
S 6.49778 1.32851 -0.64893
S 2.67580 -0.47060 -1.76859
Cl 3.03631 -5.58215 3.95282
C 2.60760 -4.07937 3.15932
C 3.05706 -2.86539 3.71282
C 2.73315 -1.67644 3.12465
C 1.94090 -1.63305 1.94759
O 1.62251 -0.50263 1.42977
C 1.51094 -2.87103 1.39905
C 0.71778 -2.91673 0.21989
O 0.32787 -1.94148 -0.44209
C 1.85684 -4.08886 2.02472
H 3.67855 -2.88682 4.59855
H 3.10500 -0.73682 3.50720
H 0.42374 -3.91921 -0.13207
H 1.51714 -5.02059 1.58807
N -1.82409 1.64498 -3.34190
C -0.92918 1.59387 -2.33064
N -0.51279 0.38308 -2.07897
C -1.21996 -0.43933 -2.94981
C -1.19640 -1.82207 -3.11950
C -2.03868 -2.36576 -4.07027
C -2.88914 -1.56504 -4.84657
C -2.91312 -0.19214 -4.69772
C -2.06207 0.34783 -3.74203
H -2.33678 2.46283 -3.61277
H -0.61619 2.47250 -1.79139
H -0.54284 -2.43146 -2.51445
H -2.04691 -3.43850 -4.21840
H -3.54118 -2.03169 -5.57479
H -3.57231 0.43074 -5.28867
*
```